Record 1
The following is a quantum chemistry calculation of an isolated ion of composition C4H8NO2 and charge +1 in a non-equilibrium geometry, from the OMol25 dataset.

```
15
Properties=species:S:1:pos:R:3
C -1.69 -1.40 -0.32
C -0.90 0.81 0.09
C 0.52 1.41 0.20
C 1.62 -0.55 -0.47
N -0.75 -0.61 -0.08
O 1.32 0.67 -0.72
O 1.91 -1.10 0.65
H -1.46 -2.45 -0.44
H -2.74 -1.10 -0.39
H -1.46 1.04 1.00
H -1.43 1.25 -0.76
H 0.56 2.45 -0.11
H 0.89 1.33 1.23
H 1.86 -1.15 -1.35
H 1.75 -0.60 1.47
```

Calculated values
HOMO level in eV: -14.6
Net charge: +1
LUMO level in Ha: -0.153

---

Record 2
The following is a quantum chemistry calculation of C21H29N3O4S in the gas phase, from the OMol25 dataset.

```
58
Properties=species:S:1:pos:R:3
C -2.64 -3.24 5.18
C -1.99 -2.36 4.11
C -2.24 -2.85 2.69
O -3.63 -2.84 2.38
C -1.57 -1.97 1.64
C -1.86 -2.48 0.22
C -0.07 -1.91 1.87
O 0.54 -2.88 2.27
N 0.57 -0.75 1.59
C 2.02 -0.65 1.68
C 2.31 0.75 1.14
C 1.15 1.04 0.18
N 1.30 0.24 -1.03
C 2.35 0.23 -1.88
O 3.36 0.91 -1.74
C 2.15 -0.65 -3.10
N 1.17 -0.04 -3.99
C 1.61 0.94 -4.95
S 0.14 1.36 -5.93
C -0.98 0.62 -4.72
C -0.15 -0.21 -3.77
O -0.62 -0.89 -2.87
C 0.91 2.51 -0.14
C 0.81 3.43 0.90
C 0.56 4.77 0.64
C 0.40 5.20 -0.67
C 0.49 4.29 -1.71
C 0.74 2.95 -1.45
C -0.03 0.42 0.95
H -2.37 -2.88 6.18
H -3.73 -3.23 5.12
H -2.30 -4.27 5.10
H -2.36 -1.33 4.20
H -0.92 -2.32 4.30
H -1.85 -3.87 2.59
H -4.08 -3.40 3.02
H -2.00 -0.97 1.75
H -1.37 -1.86 -0.54
H -1.50 -3.50 0.09
H -2.92 -2.47 0.01
H 2.37 -0.77 2.70
H 2.48 -1.41 1.04
H 2.31 1.48 1.95
H 3.29 0.84 0.67
H 0.51 -0.32 -1.31
H 3.10 -0.80 -3.59
H 1.78 -1.63 -2.78
H 2.02 1.83 -4.47
H 2.37 0.53 -5.62
H -1.52 1.37 -4.15
H -1.71 -0.03 -5.22
H 0.93 3.12 1.93
H 0.49 5.48 1.45
H 0.22 6.25 -0.88
H 0.37 4.62 -2.74
H 0.80 2.27 -2.28
H -0.85 0.18 0.28
H -0.36 1.14 1.71
```

Calculated values
HOMO level in eV: -9.2
Net charge: 0
LUMO level in Ha: 0.020

---

Record 3
The following is a quantum chemistry calculation of an isolated ion of composition CH7N6 and charge +1 in a non-equilibrium geometry, from the OMol25 dataset.

```
14
Properties=species:S:1:pos:R:3
N -2.27 0.38 0.01
N -1.30 -0.62 -0.10
C -0.03 -0.28 -0.06
N 1.02 -1.15 -0.03
N 2.21 -0.36 -0.13
N 1.83 0.98 0.10
N 0.42 0.97 -0.07
H -2.97 0.13 0.70
H -2.73 0.57 -0.88
H -1.56 -1.60 -0.25
H 0.87 -1.65 0.82
H 2.56 -0.45 -1.08
H 2.07 1.26 1.06
H -0.12 1.82 -0.11
```

Calculated values
HOMO level in eV: -14.1
Net charge: +1
LUMO level in Ha: -0.114

---

Record 4
The following is a quantum chemistry calculation of C24H29N7O2S in the gas phase in a non-equilibrium geometry, from the OMol25 dataset.

```
63
Properties=species:S:1:pos:R:3
C 1.90 4.28 -1.44
C 1.20 3.30 -1.97
C 0.80 2.03 -1.27
N 1.28 1.95 0.08
C 0.64 2.40 1.20
S -0.92 3.18 1.16
C -1.82 1.84 2.06
C -1.86 0.66 1.17
N -0.81 -0.13 0.99
C -1.18 -1.03 0.06
C -2.49 -0.79 -0.34
C -3.16 -1.61 -1.30
O -4.29 -1.53 -1.72
N -2.29 -2.61 -1.75
C -0.98 -2.88 -1.39
O -0.37 -3.79 -1.90
N -0.42 -2.03 -0.45
C 0.94 -2.26 0.01
C 0.98 -2.69 1.48
C 0.21 -3.99 1.72
C 0.34 -4.45 3.16
N -2.91 0.30 0.39
C -4.18 0.96 0.24
C -4.08 2.17 -0.70
C -5.43 2.84 -0.86
N 1.31 2.10 2.27
N 2.40 1.44 1.90
C 2.41 1.35 0.59
C 3.45 0.67 -0.16
C 3.85 1.07 -1.44
C 4.84 0.37 -2.10
C 5.45 -0.72 -1.50
C 5.08 -1.10 -0.23
C 4.08 -0.42 0.44
H 2.15 5.16 -2.00
H 2.27 4.25 -0.43
H 0.84 3.36 -2.99
H -0.30 1.99 -1.23
H 1.16 1.16 -1.83
H -2.80 2.23 2.29
H -1.24 1.64 2.96
H -2.67 -3.25 -2.43
H 1.50 -1.32 -0.11
H 1.36 -3.03 -0.63
H 0.56 -1.89 2.09
H 2.02 -2.83 1.75
H 0.59 -4.76 1.05
H -0.85 -3.84 1.48
H -0.22 -5.37 3.32
H -0.04 -3.70 3.84
H 1.39 -4.64 3.41
H -4.55 1.27 1.22
H -4.87 0.22 -0.19
H -3.35 2.88 -0.30
H -3.73 1.82 -1.67
H -6.16 2.14 -1.27
H -5.80 3.20 0.11
H -5.35 3.69 -1.53
H 3.41 1.94 -1.90
H 5.15 0.69 -3.09
H 6.22 -1.26 -2.03
H 5.56 -1.94 0.25
H 3.78 -0.69 1.44
```

Calculated values
HOMO level in eV: -8.3
Net charge: 0
LUMO level in Ha: 0.014

---

Record 5
The following is a quantum chemistry calculation of CH4N2 in the gas phase in a non-equilibrium geometry, from the OMol25 dataset.

```
7
Properties=species:S:1:pos:R:3
H -2.48 -0.34 0.10
N -1.67 0.27 0.07
N -0.77 -0.58 -0.11
C 0.54 -0.03 0.02
H 0.84 0.07 1.03
H 0.84 1.07 -0.24
H 1.23 -0.66 -0.53
```

Calculated values
HOMO level in eV: -9.6
Net charge: 0
LUMO level in Ha: 0.030

---

Record 6
The following is a quantum chemistry calculation of C14H20AuCl2N2O2PSe as an isolated structure in a non-equilibrium geometry, from the OMol25 dataset.

```
43
Properties=species:S:1:pos:R:3
C 0.00 -4.56 -5.62
C 0.18 -3.85 -4.31
H -1.07 -4.71 -5.81
H 0.52 -5.52 -5.58
H 0.46 -3.97 -6.42
O -0.66 -3.47 -3.56
Cl 1.95 -3.58 -3.94
Au 0.03 0.05 -0.88
P 0.06 1.73 -2.48
C -1.33 2.92 -2.49
C 1.54 2.80 -2.39
H 0.94 0.42 -4.29
H 0.19 1.92 -4.92
H -0.82 0.54 -4.40
C 0.10 1.10 -4.20
H 2.43 2.16 -2.44
H 1.56 3.52 -3.22
H -1.21 3.66 -3.28
H -1.38 3.43 -1.52
H 1.54 3.34 -1.44
H -2.27 2.38 -2.64
C -1.54 0.61 -0.15
O -2.55 0.97 0.32
Cl 2.09 -0.68 -1.83
C 1.95 0.45 2.42
N 0.70 -0.12 2.90
C -0.13 -1.01 2.28
Se 0.16 -1.79 0.75
N -1.20 -1.33 3.05
C -1.03 -0.64 4.18
C -1.84 -0.64 5.32
C -1.43 0.16 6.40
C -0.25 0.93 6.32
C 0.55 0.91 5.15
C 0.12 0.10 4.10
H 1.87 1.56 2.38
H 2.20 0.09 1.40
H 2.78 0.17 3.10
H -1.96 -2.01 2.82
H -2.74 -1.24 5.37
H -2.03 0.18 7.30
H 0.06 1.54 7.16
H 1.46 1.49 5.09
```

Calculated values
HOMO level (alpha / beta) in eV: -13.1 / -14.9
<S²>: 2.0306
Net charge: +2
2S+1: 3
LUMO level (alpha / beta) in Ha: -0.264 / -0.384

---

In the order shown, the computed electronic energy values come out to -362.134664, -1681.106493, -370.493536, -1863.982595, -149.937255, -4603.711394 hartree.
In the order shown, the computed energy relative to the best compared isomer or geometry (same formula, charge and spin) values come out to 206.9, 14.8, 266.3, 3.1, 278.0, 98.7 kJ/mol.